Entry 1:
252
Properties=species:S:1:pos:R:3 method="wB97M-V/def2-TZVPD" total_charge=+1 spin_multiplicity=2 s_squared=0.75 homo_ha="-0.359 / -0.359" lumo_energy_ev="-1.9 / -6.7"
C -2.72 0.84 1.29
O -1.80 1.20 2.29
C -0.66 1.86 1.75
C 0.26 0.86 0.96
N 1.34 1.54 0.22
C 2.21 0.83 -0.72
C 1.39 0.43 -2.00
O 0.65 1.40 -2.71
C 1.40 2.50 -3.28
H -3.69 0.64 1.74
H -2.43 0.06 0.59
H -2.89 1.72 0.66
H -0.17 2.29 2.62
H -0.88 2.78 1.20
H -0.28 0.13 0.35
H 0.70 0.17 1.68
H 0.98 2.38 -0.21
H 2.56 0.00 -0.09
H 3.13 1.30 -1.06
H 0.70 -0.24 -1.50
H 2.18 0.06 -2.66
H 2.08 2.17 -4.07
H 1.94 3.01 -2.48
H 0.57 3.12 -3.62
C -4.93 0.27 -2.64
O -5.00 0.93 -1.41
C -6.05 1.89 -1.45
C -6.22 2.47 -0.01
N -6.73 1.46 0.84
C -6.54 1.58 2.31
C -7.18 0.41 3.02
O -6.45 -0.79 2.78
C -6.93 -1.89 3.49
H -4.24 -0.58 -2.63
H -4.52 0.95 -3.39
H -5.93 -0.04 -2.96
H -6.97 1.40 -1.75
H -5.89 2.72 -2.13
H -6.84 3.37 0.00
H -5.24 2.72 0.38
H -6.53 0.56 0.44
H -7.12 2.47 2.55
H -5.53 1.64 2.72
H -8.21 0.37 2.67
H -7.27 0.42 4.10
H -6.97 -1.76 4.57
H -6.19 -2.66 3.29
H -7.89 -2.23 3.08
C -5.44 7.16 -4.00
O -4.49 6.44 -3.28
C -4.21 6.86 -1.91
C -3.01 7.83 -1.95
N -1.75 7.12 -2.23
C -1.22 6.38 -1.05
C -0.12 5.39 -1.60
O 0.16 4.46 -0.55
C 0.84 5.09 0.55
H -4.99 8.11 -4.28
H -6.35 7.11 -3.40
H -5.67 6.61 -4.92
H -3.99 6.03 -1.24
H -5.08 7.40 -1.54
H -2.97 8.40 -1.02
H -3.19 8.63 -2.67
H -1.83 6.32 -2.83
H -1.92 5.70 -0.56
H -1.02 7.00 -0.18
H 0.82 5.87 -1.89
H -0.54 4.73 -2.36
H 1.23 4.25 1.11
H 0.19 5.61 1.25
H 1.74 5.67 0.37
C 9.11 2.37 7.25
O 7.71 2.00 6.82
C 6.63 2.85 7.26
C 5.52 2.55 6.38
N 4.27 3.23 6.73
C 3.25 3.51 5.75
C 3.06 2.46 4.55
O 4.10 2.70 3.69
C 4.23 1.70 2.72
H 9.66 2.78 6.41
H 9.47 1.38 7.55
H 9.09 3.08 8.08
H 6.89 3.90 7.17
H 6.38 2.67 8.31
H 5.35 1.48 6.29
H 5.91 2.76 5.38
H 4.63 3.99 7.29
H 3.16 4.54 5.41
H 2.40 3.26 6.39
H 2.10 2.59 4.04
H 3.12 1.44 4.92
H 3.24 1.24 2.64
H 4.93 0.95 3.09
H 4.56 2.15 1.78
C 1.76 -5.45 -1.01
O 2.40 -5.75 0.16
C 3.10 -4.66 0.79
C 3.46 -5.00 2.27
N 4.39 -4.13 2.99
C 3.90 -2.74 3.10
C 2.68 -2.59 4.00
O 2.31 -1.19 3.80
C 1.06 -0.89 4.35
H 0.69 -5.31 -0.86
H 1.92 -6.16 -1.83
H 2.06 -4.46 -1.35
H 2.40 -3.83 0.78
H 4.06 -4.47 0.31
H 3.79 -6.03 2.39
H 2.51 -4.98 2.82
H 4.84 -4.54 3.80
H 3.84 -2.16 2.18
H 4.69 -2.17 3.57
H 2.94 -2.48 5.06
H 1.88 -3.29 3.82
H 0.94 0.19 4.38
H 1.01 -1.28 5.37
H 0.30 -1.34 3.71
C -2.72 -2.30 2.66
O -2.19 -3.61 3.00
C -1.05 -4.05 2.25
C -0.54 -5.41 2.64
N -0.06 -5.61 3.97
C 0.57 -7.01 3.94
C -0.39 -8.25 3.83
O -1.35 -8.18 4.86
C -1.82 -9.43 5.31
H -2.97 -2.25 1.59
H -2.11 -1.51 3.10
H -3.65 -2.35 3.22
H -0.33 -3.25 2.35
H -1.40 -4.02 1.22
H 0.24 -5.59 1.90
H -1.40 -6.06 2.47
H -0.80 -5.68 4.65
H 0.98 -7.02 4.95
H 1.41 -7.25 3.29
H 0.30 -9.08 3.95
H -0.91 -8.30 2.87
H -1.23 -10.02 6.01
H -1.95 -10.08 4.45
H -2.78 -9.36 5.81
C -2.73 -2.84 -2.04
O -2.30 -4.06 -1.39
C -3.05 -5.20 -1.57
C -3.06 -5.64 -3.04
N -3.94 -4.88 -3.89
C -4.31 -5.59 -5.14
C -3.42 -5.21 -6.34
O -3.29 -3.75 -6.54
C -2.18 -3.34 -7.41
H -2.32 -1.98 -1.51
H -3.81 -2.74 -2.08
H -2.34 -2.78 -3.05
H -4.09 -4.96 -1.32
H -2.68 -5.93 -0.84
H -3.32 -6.70 -3.09
H -2.06 -5.62 -3.46
H -3.36 -4.20 -4.38
H -5.38 -5.43 -5.27
H -4.25 -6.68 -5.03
H -3.75 -5.78 -7.21
H -2.38 -5.45 -6.13
H -2.00 -3.93 -8.31
H -1.18 -3.42 -6.98
H -2.30 -2.34 -7.82
C 0.12 3.36 8.90
O -0.92 2.92 8.02
C -0.45 2.28 6.75
C -1.75 1.73 5.99
N -2.26 0.51 6.77
C -3.35 -0.14 6.07
C -4.33 -0.95 7.08
O -5.29 -1.70 6.42
C -6.08 -2.51 7.31
H -0.28 4.06 9.63
H 0.99 3.87 8.48
H 0.34 2.50 9.54
H 0.33 1.52 6.81
H -0.03 3.07 6.14
H -1.61 1.55 4.92
H -2.49 2.53 6.03
H -2.34 0.69 7.76
H -2.83 -0.81 5.38
H -3.78 0.57 5.36
H -4.79 -0.26 7.79
H -3.72 -1.61 7.71
H -5.47 -3.34 7.66
H -6.91 -2.93 6.73
H -6.59 -2.05 8.15
C -5.09 4.39 -12.12
O -4.02 3.98 -11.37
C -4.29 3.39 -10.09
C -3.08 2.76 -9.44
N -3.42 1.98 -8.27
C -3.83 2.82 -7.18
C -3.27 2.06 -5.85
O -1.87 2.20 -6.00
C -1.13 0.96 -6.02
H -5.97 3.78 -11.91
H -4.91 4.27 -13.18
H -5.49 5.40 -11.98
H -5.14 2.71 -10.09
H -4.59 4.28 -9.53
H -2.48 3.62 -9.14
H -2.64 1.97 -10.06
H -2.58 1.47 -8.03
H -4.88 3.07 -7.03
H -3.41 3.81 -7.38
H -3.68 1.06 -5.92
H -3.57 2.50 -4.90
H -0.11 1.29 -5.81
H -1.20 0.55 -7.02
H -1.41 0.22 -5.27
C 13.80 -1.70 -0.36
O 12.61 -0.91 -0.52
C 11.76 -0.80 0.51
C 10.47 0.01 0.14
N 9.48 -0.38 1.15
C 8.05 -0.09 0.78
C 7.49 -0.83 -0.46
O 6.11 -0.59 -0.72
C 5.48 -1.74 -1.27
H 14.74 -1.26 -0.02
H 14.00 -2.21 -1.31
H 13.54 -2.54 0.28
H 12.32 -0.15 1.18
H 11.54 -1.78 0.95
H 10.12 -0.15 -0.88
H 10.63 1.08 0.19
H 9.49 -1.38 1.24
H 7.91 0.96 0.53
H 7.40 -0.25 1.64
H 7.68 -1.84 -0.09
H 8.07 -0.70 -1.38
H 4.54 -1.39 -1.71
H 5.13 -2.42 -0.49
H 6.02 -2.24 -2.08
C 2.48 2.40 -7.86
C 1.87 1.86 -9.11
C 1.67 0.38 -9.12
O 0.50 2.42 -9.18
H 3.51 2.06 -7.71
H 1.93 2.03 -6.99
H 2.61 3.48 -7.84
H 2.43 2.29 -9.95
H 2.63 -0.06 -8.85
H 1.57 0.05 -10.15
H 0.92 -0.03 -8.45
H 0.51 3.31 -9.55

Entry 2:
10
Properties=species:S:1:pos:R:3 method="wB97M-V/def2-TZVPD" e_above_lowest_kcal_mol=53.6 spin_multiplicity=1 homo_ha=-0.343 lumo_energy_ev=-0.1 smiles=Oc1nccnn1
O -0.91 -2.17 0.54
C -0.59 -0.93 0.34
N -0.12 -0.56 -0.81
C 0.59 0.55 -1.00
C 0.49 1.53 0.14
N -0.28 1.29 1.19
N -0.80 0.03 1.30
H -0.52 -2.81 -0.02
H 1.02 0.59 -1.94
H 1.12 2.48 0.26

Entry 3:
16
Properties=species:S:1:pos:R:3 method="wB97M-V/def2-TZVPD" total_charge=+1 e_above_lowest_kcal_mol=37.4 spin_multiplicity=1 homo_ha=-0.485 lumo_energy_ev=-4.2
C -0.53 -0.47 -0.30
C -1.53 1.73 0.27
C 1.74 -1.40 0.05
N -1.49 0.39 -0.26
N -1.00 -1.91 -1.41
N 0.67 -0.43 0.18
I -2.99 -2.11 -1.68
H -1.91 2.40 -0.50
H -2.20 1.77 1.13
H -0.54 2.08 0.58
H 2.64 -0.88 -0.26
H 1.49 -2.15 -0.69
H 1.92 -1.87 1.02
H -2.36 0.09 -0.71
H -0.67 -2.70 -0.86
H 0.92 0.40 0.72

Entry 4:
109
Properties=species:S:1:pos:R:3 method="wB97M-V/def2-TZVPD" total_charge=+1 e_above_lowest_kcal_mol=6.9 spin_multiplicity=1 homo_ha=-0.368 lumo_energy_ev=-2.4
Ca -1.36 0.21 -0.20
C -0.01 1.91 3.80
C 0.75 0.63 4.14
C 1.26 -0.21 2.98
Sb 2.99 0.40 1.82
C 2.66 2.51 1.80
C 1.97 3.05 0.72
C 1.70 4.41 0.66
C 2.13 5.25 1.69
C 2.83 4.72 2.76
C 3.10 3.36 2.81
C 4.37 0.39 3.45
C 4.20 -0.36 4.60
C 5.17 -0.38 5.59
C 6.33 0.36 5.44
C 6.52 1.11 4.29
C 5.55 1.12 3.30
Sb -1.68 1.66 2.49
C -2.52 3.59 2.72
C -3.89 3.75 2.92
C -4.44 5.02 2.97
C -3.63 6.14 2.82
C -2.27 5.98 2.63
C -1.71 4.71 2.58
C -2.99 0.62 3.81
C -3.14 1.04 5.13
C -4.00 0.37 5.99
C -4.72 -0.73 5.54
C -4.58 -1.15 4.23
C -3.72 -0.48 3.37
H 0.63 2.66 3.34
H -0.43 2.36 4.71
H 0.10 0.01 4.77
H 1.59 0.92 4.78
H 0.47 -0.41 2.25
H 1.55 -1.20 3.35
H 1.64 2.41 -0.09
H 1.16 4.82 -0.19
H 1.92 6.31 1.64
H 3.17 5.37 3.56
H 3.65 2.96 3.66
H 3.30 -0.95 4.75
H 5.02 -0.98 6.48
H 7.09 0.35 6.21
H 7.43 1.69 4.16
H 5.72 1.72 2.41
H -4.53 2.88 3.05
H -5.51 5.14 3.13
H -4.07 7.13 2.87
H -1.63 6.85 2.52
H -0.65 4.61 2.41
H -2.61 1.91 5.49
H -4.11 0.71 7.01
H -5.39 -1.25 6.21
H -5.14 -2.00 3.87
H -3.63 -0.83 2.34
C -1.35 -2.70 2.03
O -1.09 -2.11 0.76
C -0.87 -3.10 -0.25
C -0.33 -2.42 -1.48
O -1.31 -1.48 -1.94
C -1.25 -1.25 -3.35
H -2.31 -3.23 2.01
H -1.39 -1.90 2.76
H -0.56 -3.40 2.29
H -1.81 -3.63 -0.45
H -0.13 -3.82 0.11
H -0.10 -3.14 -2.27
H 0.59 -1.87 -1.24
H -1.47 -2.18 -3.88
H -0.26 -0.87 -3.63
H -2.00 -0.49 -3.58
O 0.83 1.87 -4.74
C 1.79 1.11 -4.19
C 2.84 0.72 -5.01
C 3.86 -0.07 -4.52
C 3.85 -0.50 -3.20
C 2.81 -0.12 -2.38
C 1.76 0.68 -2.84
C 0.68 1.03 -1.90
O 0.69 0.50 -0.73
N -0.27 1.85 -2.34
N -1.19 2.26 -1.35
C -1.96 3.19 -1.78
S -1.85 3.90 -3.38
C -3.33 4.93 -3.19
C -3.44 5.35 -1.74
S -3.19 3.87 -0.73
H 0.18 2.09 -4.03
H 2.84 1.06 -6.04
H 4.67 -0.36 -5.18
H 4.65 -1.11 -2.81
H 2.79 -0.42 -1.34
H -4.21 4.37 -3.50
H -3.22 5.80 -3.84
H -4.42 5.75 -1.50
H -2.68 6.09 -1.48
N -6.25 -2.59 -1.66
C -5.75 -1.47 -1.08
C -4.37 -1.17 -1.13
N -3.89 -0.10 -0.54
C -4.75 0.70 0.12
C -6.09 0.38 0.17
N -6.60 -0.69 -0.42
H -5.71 -3.09 -2.34
H -7.25 -2.68 -1.70
H -3.68 -1.81 -1.65
H -4.36 1.58 0.60
H -6.78 1.02 0.71